# 1
Here is one molecule with the formula C4H5N3 from OMol25. Energies are from the ωB97M-V functional and the def2-TZVPD basis.

Structure (XYZ):
```
12
Properties=species:S:1:pos:R:3:forces:R:3
C -0.992 2.038 -0.550 -0.35 0.01 0.72
C -0.381 0.735 -0.150 0.01 0.02 -0.38
C -1.000 -0.202 0.650 -0.87 -0.18 0.54
C -0.298 -1.357 0.866 0.40 -0.01 0.00
N 0.900 -1.559 0.309 -0.01 -0.69 0.22
N 1.434 -0.655 -0.452 -0.03 0.30 0.13
N 0.819 0.487 -0.661 0.33 0.14 -0.42
H -2.005 1.861 -0.960 0.51 0.29 0.14
H -1.071 2.663 0.362 -0.13 -0.11 -0.58
H -0.328 2.515 -1.266 -0.21 0.09 -0.05
H -1.994 -0.059 1.092 0.46 0.07 -0.26
H -0.640 -2.166 1.500 -0.12 0.07 -0.06
```
Positions in Å, forces in eV/Å.

Summary:
Kohn-Sham gap = 10.040 eV
HOMO level = -9.74 eV
charge = 0
SMILES string = Cc1ccnnn1

=====

# 2
Here is one molecule with the formula C5H8N2 from OMol25. Energies are from the ωB97M-V functional and the def2-TZVPD basis.

Structure (XYZ):
```
15
Properties=species:S:1:pos:R:3:forces:R:3
N 0.201 0.466 2.720 -0.77 -0.26 -0.64
C -0.567 0.158 1.913 0.76 0.25 0.54
C -1.517 -0.227 0.861 -0.11 -0.05 -0.07
C -1.265 0.481 -0.480 -0.02 0.02 0.03
C 0.111 0.241 -1.047 0.13 0.00 0.09
C 1.080 -0.473 -0.465 -0.25 0.25 0.06
N 2.409 -0.487 -0.906 0.02 0.09 0.07
H -1.460 -1.309 0.698 -0.01 0.11 0.24
H -2.507 0.007 1.261 -0.02 -0.09 -0.25
H -1.413 1.559 -0.332 0.09 -0.13 -0.05
H -2.050 0.174 -1.187 0.14 -0.04 0.19
H 0.365 0.787 -1.958 -0.09 0.02 0.22
H 0.895 -1.082 0.422 0.10 0.17 -0.28
H 3.057 -0.689 -0.156 -0.04 -0.04 -0.14
H 2.661 0.394 -1.343 0.05 -0.29 -0.02
```
Positions in Å, forces in eV/Å.

Summary:
Kohn-Sham gap = 9.279 eV
HOMO level = -8.33 eV
charge = 0
SMILES string = N#CCC/C=C/N

=====

# 3
Here is C31H29MoN8OSSi as an isolated structure from OMol25. Energies are from the ωB97M-V functional and the def2-TZVPD basis.

Structure (XYZ):
```
72
Properties=species:S:1:pos:R:3:forces:R:3
Mo 0.067 0.041 0.125 0.28 -0.11 0.38
C 3.273 -2.113 -2.223 -0.05 -0.01 -0.02
C 2.645 -1.416 -1.190 0.07 0.04 -0.10
N 1.331 -1.211 -1.215 -0.24 0.24 -0.17
C 0.617 -1.732 -2.246 -0.20 -0.08 0.16
C 1.274 -2.391 -3.270 0.02 -0.03 0.00
N 2.592 -2.571 -3.259 0.00 0.02 0.05
C -0.862 -1.607 -2.136 0.16 0.03 -0.05
C -1.769 -2.108 -3.034 -0.04 0.04 0.06
C -3.150 -1.933 -2.810 0.05 0.02 0.03
C -3.550 -1.242 -1.649 0.00 -0.02 -0.08
C -2.606 -0.765 -0.775 -0.09 0.01 0.04
N -1.283 -0.951 -1.021 -0.01 -0.23 -0.11
C -2.893 -0.043 0.486 0.00 -0.12 0.03
C -4.160 0.187 0.998 0.00 -0.01 -0.02
N -4.346 0.803 2.160 -0.01 0.00 0.02
C -3.280 1.195 2.837 0.02 0.00 0.00
C -1.991 0.993 2.347 -0.08 0.06 -0.05
N -1.810 0.379 1.180 0.12 0.12 -0.17
C -4.136 -2.454 -3.757 0.01 -0.02 0.01
C -3.883 -3.621 -4.478 0.00 -0.01 -0.01
C -4.857 -4.080 -5.354 0.02 0.01 0.02
N -6.006 -3.446 -5.556 -0.01 -0.01 -0.01
C -6.243 -2.328 -4.878 0.02 0.01 0.02
C -5.350 -1.797 -3.958 -0.02 0.01 0.00
H 4.341 -2.289 -2.204 0.00 0.01 0.01
H 3.204 -1.026 -0.352 0.02 0.02 -0.01
H 0.740 -2.791 -4.123 0.00 -0.01 0.00
H -1.435 -2.615 -3.926 -0.01 0.00 -0.01
H -4.602 -1.118 -1.442 0.00 0.00 0.00
H -5.052 -0.133 0.472 0.00 0.00 0.00
H -3.440 1.691 3.786 0.00 0.00 0.00
H -1.115 1.336 2.881 0.00 0.00 0.00
H -2.979 -4.198 -4.337 0.00 0.00 0.00
H -4.703 -4.995 -5.913 -0.01 0.00 0.00
H -7.185 -1.833 -5.077 0.00 0.00 0.00
H -5.591 -0.869 -3.456 0.00 0.00 0.00
S 3.765 -0.637 5.538 0.00 0.02 -0.01
C 2.888 -0.449 4.086 0.01 -0.01 0.02
C 1.605 -1.047 4.014 0.00 -0.01 -0.01
C 0.861 -0.924 2.883 0.09 -0.07 -0.02
N 1.298 -0.246 1.780 -0.25 -0.03 0.08
C 2.532 0.331 1.843 0.00 0.02 0.05
C 3.331 0.257 2.945 -0.01 0.01 -0.04
C 5.284 0.231 5.204 0.00 -0.03 0.00
C 6.373 -0.468 4.706 0.01 -0.01 -0.01
C 7.543 0.249 4.482 -0.01 0.01 0.01
N 7.657 1.550 4.724 0.02 0.00 0.00
C 6.610 2.196 5.227 -0.01 -0.01 0.00
C 5.391 1.582 5.492 0.00 0.02 0.00
H 1.211 -1.607 4.852 0.00 0.00 0.00
H -0.116 -1.389 2.814 -0.01 0.02 0.01
H 2.853 0.886 0.969 0.00 0.02 0.00
H 4.296 0.744 2.936 0.00 0.00 0.01
H 6.328 -1.532 4.513 0.00 0.00 0.00
H 8.425 -0.250 4.098 0.00 0.00 0.00
H 6.748 3.250 5.435 0.00 0.00 0.00
H 4.570 2.141 5.920 0.00 0.00 0.00
C -1.443 2.511 -2.688 0.00 0.04 0.01
Si -0.661 3.194 -1.153 0.04 -0.09 0.07
C 0.772 4.314 -1.426 -0.01 0.00 0.00
C -1.887 3.782 0.101 0.01 0.00 -0.01
O 0.074 1.720 -0.449 0.12 0.10 -0.14
H -1.882 3.330 -3.264 -0.01 -0.01 -0.01
H -2.252 1.810 -2.467 0.01 -0.01 0.01
H -0.710 2.023 -3.334 0.00 0.00 0.00
H 0.417 5.241 -1.883 0.01 0.00 0.00
H 1.510 3.878 -2.100 0.00 0.00 0.00
H 1.264 4.583 -0.490 0.00 0.00 0.00
H -2.331 4.718 -0.251 0.00 0.00 0.01
H -1.419 3.997 1.063 0.00 0.01 0.00
H -2.711 3.080 0.249 0.00 0.00 -0.01
```
Positions in Å, forces in eV/Å.

Summary:
Kohn-Sham gap (spin up / spin down) = 5.249 / 5.386 eV
expectation value of S² = 2.01
HOMO level (spin up / spin down) = -15.94 / -15.94 eV
charge = +3
2S+1 = 3

=====

Listing E for the structures above in their given order: -8697.4315; -8294.0894; -67131.9108 eV.